Density functional theory data (ωB97M-V/def2-TZVPD) for a gas-phase ion, C3H2NOS2 (charge -1).

Cartesian coordinates (Å):
1 O 0.19 -1.47 -1.92
2 N -0.13 -0.99 -0.79
3 C -0.78 -1.26 0.25
4 S -0.83 -0.07 1.51
5 C 0.22 1.24 0.82
6 C 0.67 1.26 -0.36
7 S 1.48 1.53 -1.68
8 H -1.30 -2.24 0.62
9 H 0.48 2.00 1.54

net charge = -1
spin multiplicity = 1
E_HOMO = -2.9 eV
relative energy (zero: lowest compared OMol25 entry of this formula, charge and spin) = 121.24 kcal/mol
Kohn-Sham gap = 0.233 hartree
SMILES string = [O-]/N=C/SC=C=S